(1)
11 unconnected molecules or ions with the total composition C33H88O33S11 at a distorted geometry, computed with ωB97M-V/def2-TZVPD.

```
! RIJCOSX wB97M-V def2-TZVPD def2/J DEFGRID3
* xyz 0 1
C -2.13 -0.41 -2.97
C -2.96 -0.37 -1.65
O -2.21 -0.76 -0.51
S -2.35 0.05 0.92
C -0.78 -0.38 1.79
O -2.42 1.48 0.73
O -3.48 -0.64 1.59
H -1.08 -0.14 -2.85
H -2.36 0.28 -3.79
H -2.19 -1.45 -3.29
H -3.24 0.68 -1.59
H -3.93 -0.88 -1.59
H -0.05 -0.31 0.99
H -0.68 -1.36 2.25
H -0.46 0.46 2.41
C -0.59 6.45 -10.71
C 0.48 7.53 -10.54
O -0.11 8.84 -10.63
S 0.82 10.13 -10.11
C 0.00 11.44 -11.17
O 0.50 10.44 -8.75
O 2.19 9.92 -10.52
H -0.94 6.48 -11.74
H -1.43 6.64 -10.03
H -0.31 5.44 -10.43
H 1.09 7.31 -9.67
H 1.23 7.51 -11.33
H 0.47 12.37 -10.85
H -1.09 11.48 -11.09
H 0.39 11.28 -12.17
C -7.01 3.51 7.78
C -6.52 4.74 8.58
O -5.93 5.53 7.53
S -4.43 6.18 7.68
C -3.51 4.69 7.26
O -4.26 7.20 6.63
O -4.03 6.40 9.09
H -7.65 3.91 7.00
H -7.67 2.83 8.33
H -6.20 3.08 7.18
H -7.38 5.32 8.92
H -5.88 4.55 9.45
H -2.60 4.87 6.68
H -4.16 4.05 6.66
H -3.34 4.19 8.21
C 5.56 7.60 -3.57
C 4.12 7.07 -3.46
O 3.73 7.34 -2.14
S 2.41 6.40 -1.57
C 1.12 7.28 -2.53
O 2.60 4.99 -1.98
O 2.24 6.75 -0.16
H 6.10 7.14 -4.40
H 6.09 7.45 -2.63
H 5.55 8.67 -3.74
H 3.38 7.64 -4.02
H 4.15 6.04 -3.83
H 1.15 7.05 -3.59
H 1.38 8.33 -2.38
H 0.19 6.98 -2.04
C 8.88 -6.45 -2.00
C 8.13 -5.38 -1.13
O 7.03 -5.95 -0.48
S 7.04 -6.02 1.19
C 7.45 -7.77 1.38
O 8.20 -5.36 1.79
O 5.68 -5.90 1.76
H 9.83 -5.97 -2.22
H 8.31 -6.69 -2.90
H 9.17 -7.41 -1.57
H 8.83 -4.81 -0.52
H 7.71 -4.64 -1.80
H 8.45 -8.03 1.02
H 6.64 -8.40 1.02
H 7.39 -7.91 2.46
C 8.36 2.57 5.93
C 9.20 2.17 7.05
O 9.05 3.16 8.18
S 10.23 3.07 9.44
C 10.04 1.36 9.94
O 11.52 3.17 8.68
O 9.96 3.80 10.69
H 7.45 1.97 5.92
H 8.84 2.25 5.01
H 7.96 3.58 5.86
H 8.90 1.17 7.35
H 10.25 1.93 6.91
H 10.32 1.24 10.99
H 10.46 0.60 9.28
H 8.96 1.32 9.82
C -9.70 7.76 -4.39
C -9.57 6.30 -4.11
O -9.42 5.35 -5.24
S -8.05 5.43 -6.25
C -8.70 6.48 -7.62
O -6.99 6.13 -5.62
O -7.85 4.13 -6.91
H -10.28 8.11 -3.54
H -10.13 8.02 -5.36
H -8.80 8.36 -4.48
H -8.81 6.11 -3.34
H -10.56 5.98 -3.77
H -9.73 6.18 -7.82
H -8.12 6.30 -8.52
H -8.67 7.54 -7.38
C 3.37 3.83 12.83
C 3.31 2.31 13.23
O 2.33 1.89 12.35
S 2.80 0.68 11.24
C 3.14 -0.66 12.50
O 1.63 0.31 10.43
O 4.05 0.99 10.62
H 3.66 3.92 11.78
H 3.87 4.52 13.50
H 2.37 4.27 12.84
H 4.18 1.69 13.04
H 3.09 2.22 14.30
H 4.14 -0.46 12.89
H 3.32 -1.60 11.99
H 2.29 -0.74 13.17
C 1.35 -8.05 -5.34
C 1.88 -9.28 -6.11
O 3.25 -9.15 -6.38
S 4.30 -10.45 -6.16
C 3.61 -11.55 -7.39
O 5.66 -10.14 -6.63
O 4.07 -11.11 -4.82
H 0.30 -7.98 -5.61
H 1.73 -7.13 -5.79
H 1.62 -8.12 -4.29
H 1.70 -10.17 -5.51
H 1.45 -9.30 -7.11
H 4.22 -12.36 -7.78
H 3.48 -11.15 -8.40
H 2.66 -11.87 -6.96
C -1.41 -7.96 7.26
C -0.07 -8.56 7.51
O 0.21 -9.62 6.81
S 1.51 -10.48 7.30
C 0.54 -11.50 8.48
O 1.95 -11.39 6.21
O 2.42 -9.53 8.01
H -1.42 -7.29 6.40
H -1.65 -7.35 8.12
H -2.18 -8.72 7.12
H 0.68 -7.77 7.42
H -0.18 -8.66 8.59
H -0.41 -11.72 8.02
H 0.32 -10.89 9.36
H 1.09 -12.42 8.64
C -12.05 -6.32 -11.05
C -11.37 -5.24 -10.28
O -10.17 -5.69 -9.64
S -9.49 -4.57 -8.58
C -8.78 -3.51 -9.92
O -10.60 -3.85 -7.91
O -8.37 -5.07 -7.80
H -12.22 -7.23 -10.48
H -11.40 -6.71 -11.85
H -12.98 -6.03 -11.53
H -11.17 -4.45 -11.00
H -12.15 -4.88 -9.60
H -9.52 -2.81 -10.30
H -8.48 -4.20 -10.72
H -7.91 -3.07 -9.43
*
```

E_LUMO ... 0.423 eV
F_max ... 0.125 hartree/bohr
SMILES string ... CCOS(C)(=O)=O.CCOS(C)(=O)=O.CCOS(C)(=O)=O.CCOS(C)(=O)=O.CCOS(C)(=O)=O.CCOS(C)(=O)=O.CCOS(C)(=O)=O.CCOS(C)(=O)=O.CCOS(C)(=O)=O.CCOS(C)(=O)=O.CCOS(C)(=O)=O
HOMO-LUMO gap ... 10.99 eV
HOMO ... -10.57 eV
Calculated total energy ... -8172.6055 hartree

***

(2)
A molecular structure, C24H17Cl2IrPSSe2Te2 at a distorted geometry, computed with ωB97M-V/def2-TZVPD.

```
! RIJCOSX wB97M-V def2-TZVPD def2/J DEFGRID3
* xyz 0 2
Ir -0.14 0.05 -0.28
C -2.86 -1.60 4.66
C -1.62 -2.00 4.19
C -0.87 -1.13 3.40
C -1.37 0.13 3.06
C -2.63 0.51 3.52
C -3.37 -0.35 4.32
P -0.34 1.24 2.05
C 0.21 2.48 3.26
C 0.68 3.70 2.78
C 1.06 4.70 3.66
C 1.00 4.48 5.03
C 0.56 3.26 5.51
C 0.18 2.25 4.64
C -1.54 2.14 1.05
C -2.25 3.30 1.37
C -3.17 3.79 0.45
C -3.37 3.12 -0.75
C -2.64 1.97 -1.06
C -1.70 1.48 -0.17
H -3.44 -2.27 5.28
H -1.23 -2.98 4.43
H 0.10 -1.43 3.05
H -3.04 1.47 3.23
H -4.34 -0.05 4.68
H 0.74 3.86 1.71
H 1.39 5.66 3.28
H 1.29 5.26 5.71
H 0.51 3.09 6.58
H -0.16 1.30 5.02
H -2.08 3.81 2.30
H -3.72 4.69 0.67
H -4.09 3.50 -1.46
H -2.81 1.47 -2.01
Se 0.37 -0.93 -2.71
Te -0.90 -2.91 -3.38
Te -2.90 -3.01 -1.55
Se -1.87 -2.06 0.45
Cl 1.83 -1.32 0.73
C 3.28 -0.55 0.19
C 4.48 -1.20 0.42
C 5.66 -0.62 0.01
C 5.64 0.61 -0.63
C 4.43 1.24 -0.87
Cl 4.44 2.74 -1.72
C 3.21 0.69 -0.45
S 1.74 1.59 -0.77
H 4.48 -2.16 0.91
H 6.60 -1.11 0.19
H 6.56 1.08 -0.96
*
```

<S²> ... 0.760
E_LUMO (alpha / beta) ... -1.231 / -2.310 eV
F_max ... 0.041 hartree/bohr
HOMO-LUMO gap (alpha / beta) ... 6.17 / 4.99 eV
HOMO (alpha / beta) ... -7.40 / -7.30 eV
Calculated total energy ... -8027.9536 hartree

***

(3)
2 unconnected molecules or ions with the total composition H4O2 at a distorted geometry, computed with ωB97M-V/def2-TZVPD.

```
! RIJCOSX wB97M-V def2-TZVPD def2/J DEFGRID3
* xyz 0 1
O -0.91 1.26 0.65
H -0.53 2.08 0.39
H -0.17 0.64 0.76
O 0.60 -1.08 -0.34
H 1.24 -1.35 -1.02
H -0.22 -1.55 -0.44
*
```

E_LUMO ... 0.836 eV
F_max ... 0.027 hartree/bohr
SMILES string ... O.O
HOMO-LUMO gap ... 11.87 eV
HOMO ... -11.03 eV
Calculated total energy ... -152.8708 hartree

***

(4)
2 unconnected molecules or ions with the total composition C6H9I at a distorted geometry, computed with ωB97M-V/def2-TZVPD.

```
! RIJCOSX wB97M-V def2-TZVPD def2/J DEFGRID3
* xyz 0 1
C 0.44 0.26 1.42
C 0.01 -0.74 -0.47
C -0.11 0.63 0.06
C 1.17 -0.10 0.16
C -0.69 -1.99 -0.01
C -0.64 1.89 -0.61
I 3.24 -0.13 -0.14
H 1.00 1.00 1.99
H -0.06 -0.45 2.00
H 0.20 -0.37 -2.23
H -1.66 -1.81 -0.12
H -0.29 -2.16 0.97
H -0.30 -2.78 -0.70
H -0.04 2.26 -1.42
H -0.66 2.67 0.06
H -1.62 1.82 -0.96
*
```

E_LUMO ... 0.457 eV
F_max ... 0.114 hartree/bohr
HOMO-LUMO gap ... 9.35 eV
HOMO ... -8.89 eV
Calculated total energy ... -531.5060 hartree

***

(5)
A molecular structure, C32H48BF7IrN6O5P2S3, computed with ωB97M-V/def2-TZVPD.

```
! RIJCOSX wB97M-V def2-TZVPD def2/J DEFGRID3
* xyz 0 2
Ir -0.54 -0.20 0.68
F -1.36 -4.01 -2.80
C -2.34 -4.38 -1.96
F -3.38 -4.79 -2.72
F -1.90 -5.47 -1.29
C -2.75 -3.28 -1.03
C -4.05 -3.21 -0.56
C -4.42 -2.20 0.32
C -3.47 -1.29 0.73
N -2.21 -1.40 0.31
C -1.83 -2.33 -0.59
S -0.20 -2.01 -1.01
H -4.77 -3.94 -0.89
H -5.43 -2.12 0.69
H -3.69 -0.49 1.41
F 2.80 -1.25 1.52
B 1.92 -2.20 2.04
F 0.51 -1.66 1.84
F 2.04 -2.34 3.40
F 1.99 -3.38 1.35
C -1.31 -4.00 2.47
C -1.91 -3.56 3.78
C -3.39 -3.86 3.87
O -1.56 -2.16 4.04
P -2.29 -0.77 4.09
S -4.21 -0.71 4.16
S -1.61 0.57 2.60
O -1.67 -0.09 5.37
C -0.35 -0.20 5.97
C 0.77 -0.01 4.96
C -0.23 -1.51 6.74
H -1.48 -5.08 2.35
H -0.24 -3.82 2.44
H -1.78 -3.49 1.62
H -1.39 -4.07 4.59
H -3.95 -3.40 3.07
H -3.81 -3.54 4.82
H -3.50 -4.95 3.79
H -0.35 0.63 6.67
H 0.75 -0.79 4.18
H 1.72 -0.08 5.47
H 0.70 0.97 4.49
H -0.20 -2.36 6.05
H -1.08 -1.62 7.42
H 0.69 -1.50 7.32
O 1.19 0.57 -1.22
P 1.94 0.66 -2.50
N 3.01 1.95 -2.48
C 2.55 3.24 -1.92
C 3.69 3.70 -1.01
C 4.92 3.04 -1.64
C 4.39 1.67 -2.02
N 2.77 -0.71 -2.81
C 3.24 -1.64 -1.76
C 3.75 -2.86 -2.55
C 3.23 -2.66 -3.97
C 3.27 -1.14 -4.11
N 1.05 0.92 -3.87
C -0.01 -0.06 -4.22
C -1.03 0.74 -5.04
C -0.26 1.99 -5.48
C 0.65 2.27 -4.30
H 1.61 3.12 -1.37
H 2.38 3.96 -2.73
H 3.55 3.32 0.00
H 3.76 4.78 -0.96
H 5.77 2.99 -0.97
H 5.22 3.59 -2.54
H 4.39 1.02 -1.13
H 4.97 1.17 -2.80
H 2.43 -1.90 -1.09
H 4.04 -1.20 -1.16
H 3.42 -3.80 -2.10
H 4.84 -2.87 -2.56
H 2.19 -3.00 -4.05
H 3.82 -3.17 -4.73
H 2.64 -0.75 -4.91
H 4.29 -0.79 -4.28
H -0.47 -0.49 -3.33
H 0.43 -0.87 -4.80
H -1.88 1.02 -4.42
H -1.41 0.16 -5.88
H -0.91 2.83 -5.70
H 0.34 1.78 -6.37
H 0.11 2.81 -3.51
H 1.54 2.85 -4.57
O -2.74 0.04 -1.89
C -2.35 1.08 -1.42
N -1.45 1.25 -0.37
C -1.15 2.60 -0.23
O -0.33 3.09 0.52
C -1.98 3.36 -1.21
C -2.06 4.71 -1.46
C -2.93 5.12 -2.47
C -3.69 4.19 -3.18
C -3.59 2.82 -2.92
C -2.72 2.44 -1.92
H -1.47 5.42 -0.90
H -3.03 6.17 -2.70
H -4.36 4.54 -3.95
H -4.17 2.09 -3.47
N 1.09 0.94 1.33
H 1.94 0.40 1.16
H 0.98 1.12 2.33
H 1.09 1.82 0.84
*
```

<S²> ... 0.762
E_LUMO (alpha / beta) ... -0.524 / -2.536 eV
F_max ... 0.011 hartree/bohr
HOMO-LUMO gap (alpha / beta) ... 7.74 / 5.64 eV
HOMO (alpha / beta) ... -8.26 / -8.18 eV
Calculated total energy ... -4658.9606 hartree

***

(6)
A single C2H3N3O molecule at a distorted geometry, computed with ωB97M-V/def2-TZVPD.

```
! RIJCOSX wB97M-V def2-TZVPD def2/J DEFGRID3
* xyz 0 1
O -1.94 -0.01 0.09
N -0.56 0.12 -0.12
C 0.22 1.16 -0.09
N 1.43 0.59 0.08
C 1.33 -0.67 0.07
N 0.05 -1.11 -0.17
H -2.12 -0.91 0.48
H -0.22 2.19 0.11
H 2.14 -1.32 0.36
*
```

E_LUMO ... 0.752 eV
F_max ... 0.113 hartree/bohr
SMILES string ... On1cncn1
HOMO-LUMO gap ... 10.96 eV
HOMO ... -10.20 eV
Calculated total energy ... -317.4146 hartree

***

(7)
A single C4H4N4 molecule at a distorted geometry, computed with ωB97M-V/def2-TZVPD.

```
! RIJCOSX wB97M-V def2-TZVPD def2/J DEFGRID3
* xyz 0 1
H -2.42 0.34 0.83
N -1.83 -0.52 0.87
C -0.95 -0.38 -0.01
N -0.11 -1.36 -0.48
C 1.14 -1.28 -0.19
C 1.65 -0.07 0.37
C 1.04 1.18 0.37
N -0.08 1.57 -0.35
N -0.93 0.77 -0.80
H 1.81 -2.07 -0.54
H 2.51 -0.24 0.96
H 1.50 2.09 0.81
*
```

E_LUMO ... -1.160 eV
F_max ... 0.046 hartree/bohr
SMILES string ... [H]/N=c1/ncccnn1
HOMO-LUMO gap ... 8.52 eV
HOMO ... -9.68 eV
Calculated total energy ... -373.7302 hartree

***

(8)
2 unconnected molecules or ions with the total composition C16H17N at a distorted geometry, computed with ωB97M-V/def2-TZVPD.

```
! RIJCOSX wB97M-V def2-TZVPD def2/J DEFGRID3
* xyz 0 1
C -1.38 -0.46 -0.96
C -0.83 -1.34 0.12
C -0.77 -1.10 1.45
N -0.28 -2.23 2.12
C -0.12 -3.24 1.20
C 0.38 -4.51 1.41
C 0.61 -5.28 0.27
C 0.21 -4.84 -1.02
C -0.28 -3.56 -1.16
C -0.40 -2.73 -0.07
H -2.02 -1.11 -1.55
H -0.61 0.05 -1.54
H -2.02 0.31 -0.54
H -1.04 -0.23 2.02
H -0.24 -2.33 3.11
H 0.45 -5.02 2.37
H 1.08 -6.25 0.33
H 0.38 -5.60 -1.77
H -0.54 -3.23 -2.16
C -1.22 4.15 1.02
C -0.05 3.73 0.17
C -0.24 2.94 -0.95
C 0.84 2.52 -1.71
C 2.14 2.97 -1.45
C 2.29 3.82 -0.36
C 1.25 4.17 0.49
H -2.12 4.09 0.41
H -1.14 5.07 1.59
H -1.40 3.35 1.74
H -1.20 2.53 -1.24
H 0.69 1.83 -2.53
H 2.93 2.51 -2.02
H 3.28 4.21 -0.15
H 1.39 4.78 1.36
*
```

E_LUMO ... 0.827 eV
F_max ... 0.035 hartree/bohr
SMILES string ... Cc1c[nH]c2ccccc12.Cc1ccccc1
HOMO-LUMO gap ... 8.67 eV
HOMO ... -7.84 eV
Calculated total energy ... -674.6360 hartree

***

(9)
2 unconnected molecules or ions with the total composition C16H11F4O6S at a distorted geometry, computed with ωB97M-V/def2-TZVPD.

```
! RIJCOSX wB97M-V def2-TZVPD def2/J DEFGRID3
* xyz -1 1
F -2.66 -0.95 2.56
C -1.56 -1.69 2.33
C -1.59 -3.04 2.36
F -2.75 -3.69 2.62
C -0.38 -3.86 2.32
O -0.41 -5.09 2.33
C 0.87 -3.10 2.26
F 2.01 -3.81 2.37
C 0.89 -1.75 2.24
F 2.05 -1.07 2.34
C -0.32 -0.94 2.24
O -0.31 0.31 2.29
C -2.31 4.58 1.31
C -2.53 3.45 0.34
O -1.42 2.51 0.49
C -1.66 1.34 -0.18
C -0.51 0.40 -0.01
S -0.31 -0.85 -1.14
C 1.26 -0.47 -1.97
C 1.28 0.17 -3.21
C 2.50 0.36 -3.87
C 3.69 -0.11 -3.31
C 3.65 -0.79 -2.10
C 2.44 -0.99 -1.43
O -0.01 -2.12 -0.50
O -1.27 -0.78 -2.21
O -2.69 1.12 -0.79
H -3.15 5.26 1.23
H -2.26 4.20 2.34
H -1.39 5.13 1.09
H -3.46 2.91 0.57
H -2.57 3.82 -0.70
H 0.44 0.85 0.26
H 0.35 0.51 -3.67
H 2.51 0.87 -4.83
H 4.64 0.05 -3.82
H 4.56 -1.18 -1.65
H 2.40 -1.56 -0.50
*
```

E_LUMO ... 0.676 eV
F_max ... 0.074 hartree/bohr
HOMO-LUMO gap ... 4.66 eV
HOMO ... -3.99 eV
Calculated total energy ... -1865.3363 hartree